Molecular formula: C5H7NO
Method: DFT, ωB97M-V/def2-TZVPD

Properties
E_LUMO ... 1.1 eV
Net charge ... 0
ΔE to the lowest compared entry with this formula, charge and spin ... 1.1305 eV
Gap between HOMO and LUMO ... 8.94 eV
E ... -8835.0723 eV

```
14
Properties=species:S:1:pos:R:3:forces:R:3
C -0.3065 1.8225 -0.7573 -0.03 0.08 0.12
C -0.4152 0.5139 -0.0653 0.28 0.21 0.18
C 0.5158 -0.4428 0.1630 -0.17 -0.04 -0.57
N 1.9116 -0.3584 -0.0335 -0.03 0.13 0.09
C -0.1920 -1.6167 0.5309 -0.54 -0.06 -0.29
C -1.4962 -1.2509 0.6699 0.03 -0.26 -0.33
O -1.6492 0.0437 0.3098 0.11 0.27 0.09
H 0.6233 1.8218 -1.3433 -0.26 0.05 0.16
H -1.1536 1.9453 -1.4418 0.16 0.05 0.11
H -0.2878 2.6727 -0.0681 -0.03 0.00 -0.11
H 2.3834 -1.2184 0.2400 -0.23 0.28 -0.10
H 2.2558 0.3847 0.5592 0.35 0.01 -0.13
H 0.2229 -2.5673 0.2667 -0.01 -0.71 0.97
H -2.4122 -1.7500 0.9698 0.37 -0.01 -0.20
```
Positions in Å, forces in eV/Å.